Computed, not measured: C19H23BCoF3N8O2S as an isolated structure, with ωB97M-V/def2-TZVPD.

As for the total charge: -1. The LUMO energy (alpha / beta) comes out at 2.674 / 2.674 eV. The value obtained for the highest occupied orbital energy (alpha / beta) is -3.64 / -3.63 eV. Its expectation value of S² is 0.818. The multiplicity is 2. As for the relative energy (zero: lowest compared OMol25 entry of this formula, charge and spin): 9.7 kcal per mole.

Positions of all 58 atoms, in Å:
Co1 -0.0170 0.1236 -0.0242
C1 -0.8289 -3.9342 -1.4265
C2 -0.2915 -3.0433 -0.4874
N1 -0.3962 -1.7962 -0.9203
N2 -0.9827 -1.8500 -2.1303
C3 -1.2560 -3.1227 -2.4588
B1 -1.1695 -0.5431 -2.9241
N3 -2.1831 0.3606 -2.1911
C4 -3.4783 0.5983 -2.4494
C5 -3.9741 1.4110 -1.4480
C6 -2.8766 1.6132 -0.5997
N4 -1.8055 0.9883 -1.0624
N5 0.1871 0.1970 -2.9709
C7 0.8523 0.6622 -4.0402
C8 1.9873 1.3141 -3.6007
C9 1.9281 1.1990 -2.2056
N6 0.8490 0.5233 -1.8444
H1 -0.8874 -5.0069 -1.3641
H2 0.1698 -3.2413 0.4666
H3 -1.7197 -3.3541 -3.4036
H4 -1.5534 -0.7885 -4.0404
H5 -3.9511 0.1685 -3.3172
H6 -4.9765 1.7884 -1.3419
H7 -2.8176 2.1602 0.3278
H8 0.4667 0.4940 -5.0319
H9 2.7417 1.7968 -4.1970
H10 2.5968 1.5653 -1.4436
F1 4.0300 -1.3407 4.5776
C10 3.2823 -2.2784 3.9671
F2 4.0057 -3.4340 4.0834
F3 2.1870 -2.4771 4.7171
C11 2.9857 -1.9792 2.5236
C12 3.5968 -2.7560 1.5725
C13 3.3609 -2.5097 0.2231
C14 2.4378 -1.5316 -0.0739
N7 1.8073 -0.7651 0.8196
C15 2.1343 -0.8767 2.1546
S1 1.6180 0.2688 3.2789
H11 4.2605 -3.5550 1.8747
H12 3.8289 -3.0868 -0.5610
H13 2.1556 -1.3655 -1.1048
C16 -1.6289 -1.2329 1.9159
O1 -1.1214 -0.0440 1.4427
H14 -2.2954 -1.0302 2.7687
H15 -0.8527 -1.9204 2.2962
H16 -2.2221 -1.7972 1.1726
C17 -1.4927 4.8317 1.3890
N8 -0.7467 3.5952 1.4304
C18 -0.9404 2.6679 2.5486
C19 0.0933 3.2690 0.4435
O2 0.7065 2.2162 0.3639
H17 -1.4889 5.2981 2.3750
H18 -2.5331 4.6694 1.0900
H19 -1.0343 5.5221 0.6812
H20 -1.7623 3.0440 3.1570
H21 -0.0273 2.6063 3.1397
H22 -1.1529 1.6558 2.1903
H23 0.1949 4.0521 -0.3278

Computed, not measured: a 11-piece molecular cluster, C36H103N9O11 overall, with ωB97M-V/def2-TZVPD.

Its SMILES is COC[C@H](C)N.COC[C@H](C)N.COC[C@H](C)N.COC[C@H](C)N.COC[C@H](C)N.COC[C@H](C)N.COC[C@H](C)N.COC[C@H](C)N.COC[C@H](C)N.O.O. The LUMO energy comes out at 0.441 eV. The value obtained for the highest occupied orbital energy is -8.37 eV. As for the relative energy (zero: lowest compared OMol25 entry of this formula, charge and spin): 114.5 kcal per mole.

Positions of all 159 atoms, in Å:
C1 3.2199 0.6369 -5.2319
O1 3.3216 1.5505 -4.1609
C2 2.4041 2.6479 -4.1496
C3 2.3529 3.4109 -2.7427
C4 0.8722 3.5761 -2.2169
N1 2.8539 4.7740 -2.8328
H1 2.3680 -0.0427 -5.2100
H2 4.0886 -0.0166 -5.1522
H3 3.4002 1.1649 -6.1683
H4 2.5985 3.2732 -5.0210
H5 1.4881 2.0965 -4.3616
H6 2.7963 2.9238 -1.8742
H7 0.3188 2.6523 -2.3851
H8 0.3273 4.3173 -2.8016
H9 0.9846 3.9802 -1.2109
H10 2.8522 5.2935 -1.9667
H11 3.8371 4.7582 -3.0635
C5 -2.0451 0.4313 -0.0320
O2 -0.8505 0.9922 -0.3865
C6 0.2748 0.9525 0.4471
C7 1.0394 -0.3767 0.2989
C8 2.1991 -0.5346 1.3223
N2 1.4984 -0.6403 -1.0718
H12 -2.5444 0.7566 0.8807
H13 -1.8579 -0.6304 0.1291
H14 -2.8454 0.4605 -0.7714
H15 0.9899 1.7665 0.3279
H16 -0.2108 1.1172 1.4090
H17 0.4185 -1.2265 0.5826
H18 2.3964 -1.5886 1.5179
H19 1.9300 -0.1878 2.3200
H20 3.0115 0.1057 0.9785
H21 0.6920 -0.2054 -1.4969
H22 2.2702 -0.0204 -1.2720
C9 -8.8341 -1.9029 1.3963
O3 -7.4134 -1.7428 1.3339
C10 -6.6865 -2.7523 2.0077
C11 -5.2201 -2.3071 2.3071
C12 -4.2889 -2.5206 1.1384
N3 -4.6982 -3.0176 3.4254
H23 -9.3511 -2.7713 0.9880
H24 -9.2384 -1.0076 0.9239
H25 -9.2035 -1.8440 2.4201
H26 -7.1035 -2.8630 3.0087
H27 -6.7807 -3.7079 1.4920
H28 -5.1761 -1.2502 2.5700
H29 -4.5355 -3.3774 0.5113
H30 -3.2515 -2.2700 1.3601
H31 -4.3961 -1.8376 0.2957
H32 -3.8603 -2.5945 3.7984
H33 -5.3298 -2.9517 4.2108
C13 4.2775 8.6308 3.4325
O4 3.9945 7.3277 3.0459
C14 4.7704 6.8344 1.9648
C15 3.9261 5.7969 1.1380
C16 3.3708 4.4963 1.8264
N4 4.5787 5.3966 -0.1379
H34 4.0287 9.3473 2.6497
H35 5.2930 8.7346 3.8149
H36 3.5987 8.7631 4.2750
H37 5.0634 7.6182 1.2664
H38 5.6555 6.4510 2.4726
H39 3.0785 6.3705 0.7628
H40 2.5504 4.7363 2.5028
H41 4.1435 4.1242 2.4992
H42 3.0807 3.6728 1.1740
H43 5.1364 4.5631 -0.0185
H44 5.2674 6.1141 -0.3137
C17 -1.7523 0.0758 4.0322
O5 -1.2005 -1.0805 3.3549
C18 -0.8641 -2.2336 4.1151
C19 0.1468 -3.1792 3.3020
C20 -0.4670 -3.9367 2.1064
N5 0.6630 -4.2105 4.1951
H45 -1.8111 -0.0879 5.1083
H46 -2.7971 0.2294 3.7622
H47 -1.1587 0.9847 3.9341
H48 -0.4122 -1.8725 5.0390
H49 -1.7345 -2.8347 4.3780
H50 0.9327 -2.4525 3.0959
H51 -0.5398 -3.2298 1.2799
H52 -1.4544 -4.3401 2.3311
H53 0.1428 -4.7712 1.7603
H54 1.1263 -3.6615 4.9050
H55 -0.1556 -4.6110 4.6306
C21 -6.5781 2.8155 -2.7726
O6 -6.5723 2.6375 -1.3538
C22 -5.7791 1.5737 -0.9762
C23 -5.5794 1.6612 0.5679
C24 -6.8385 1.7385 1.3724
N6 -4.7690 2.8041 0.9638
H56 -6.7908 1.9411 -3.3876
H57 -5.7144 3.3059 -3.2217
H58 -7.4515 3.4674 -2.7514
H59 -6.3374 0.7382 -1.3985
H60 -4.7736 1.6583 -1.3886
H61 -4.9612 0.8155 0.8691
H62 -7.3521 2.6975 1.3056
H63 -6.6447 1.3567 2.3748
H64 -7.5014 0.9264 1.0736
H65 -5.3084 3.6573 0.9289
H66 -4.1125 3.0512 0.2371
C25 3.3282 -5.3306 0.2899
O7 4.4354 -4.7553 -0.2104
C26 4.2426 -3.5697 -0.9637
C27 3.5620 -3.9412 -2.3210
C28 4.3722 -4.7972 -3.2665
N7 2.9737 -2.7830 -2.9177
H67 3.0044 -5.9178 -0.5694
H68 2.6361 -4.6209 0.7432
H69 3.3781 -6.0085 1.1420
H70 3.6764 -2.7852 -0.4615
H71 5.2751 -3.2823 -1.1622
H72 2.6811 -4.5163 -2.0359
H73 5.4500 -4.6763 -3.1574
H74 4.0561 -4.5070 -4.2685
H75 4.2931 -5.8833 -3.2188
H76 2.2554 -2.3095 -2.3887
H77 3.6582 -2.0428 -2.9784
C29 5.6665 0.2388 -1.2111
O8 6.4469 -0.7697 -0.6300
C30 6.6200 -0.7430 0.7549
C31 6.9942 -2.1763 1.1658
C32 7.3845 -2.4148 2.6460
N8 8.1205 -2.5913 0.3696
H78 4.6182 0.0278 -0.9997
H79 5.6437 0.2448 -2.3008
H80 6.0007 1.2546 -0.9999
H81 7.3554 0.0517 0.8809
H82 5.6986 -0.5007 1.2844
H83 6.2114 -2.7608 0.6822
H84 7.6525 -3.4498 2.8586
H85 6.5461 -2.0750 3.2542
H86 8.3212 -1.8717 2.7709
H87 8.8893 -1.9575 0.5349
H88 7.7379 -2.3006 -0.5188
C33 -1.2476 -3.2321 -1.8027
O9 -2.6539 -2.8567 -1.8375
C34 -2.9681 -2.1096 -3.0012
C35 -4.4319 -1.6177 -3.0431
C36 -5.5305 -2.6513 -2.7389
N9 -4.6865 -0.8398 -4.2422
H89 -1.2406 -3.7654 -0.8521
H90 -0.6587 -2.3169 -1.7431
H91 -0.8373 -3.8905 -2.5685
H92 -2.2725 -1.2812 -3.1350
H93 -2.8418 -2.7555 -3.8701
H94 -4.3958 -0.8565 -2.2638
H95 -5.4562 -3.4905 -3.4305
H96 -6.5845 -2.4806 -2.5196
H97 -5.2535 -3.1107 -1.7901
H98 -4.9309 -1.5449 -4.9229
H99 -5.5364 -0.3425 -4.0175
O10 -2.2183 3.4225 1.7508
H100 -3.1205 3.1045 1.7842
H101 -2.1395 4.0011 2.5093
O11 -3.2024 3.5481 -1.5280
H102 -3.1318 3.0845 -2.3625
H103 -2.3432 3.4402 -1.1202